DFT (ωB97M-V with the def2-TZVPD basis set) results for a structure of composition C31H38BrLaN7O3 in a non-equilibrium geometry.

Cartesian coordinates (Å):
La (-0.42359, 0.75682, 0.71314)
C (-4.96461, -2.77452, -3.48271)
C (-3.79839, -2.49900, -2.57607)
C (-2.56327, -3.06244, -2.78860)
C (-1.41091, -2.75542, -2.02065)
C (-0.30326, -3.58890, -2.34781)
N (0.99178, -3.51548, -2.20838)
C (1.85128, -2.38396, -1.87981)
C (2.99620, -2.78881, -0.92839)
C (4.37009, -2.27347, -1.38306)
N (4.34143, -0.81318, -1.59769)
C (3.96498, 0.07030, -0.72703)
C (3.87020, -0.13667, 0.68194)
C (4.93307, -0.67932, 1.42402)
C (4.90473, -0.69861, 2.80383)
C (6.07251, -1.18855, 3.61299)
C (3.74108, -0.24355, 3.42711)
C (2.62730, 0.22422, 2.73084)
C (1.43633, 0.54044, 3.50308)
N (0.24851, 0.72610, 3.05506)
C (-0.81589, 0.91680, 4.05059)
C (-1.89354, -0.17710, 3.98361)
C (-2.95523, 0.00678, 2.89627)
N (-2.42749, -0.28900, 1.55691)
C (-3.18686, -0.94094, 0.75693)
C (-2.85983, -1.46555, -0.56150)
C (-3.93050, -1.77163, -1.39400)
C (-1.51207, -1.78990, -0.95231)
O (-0.49857, -1.31107, -0.32627)
C (2.69118, 0.33803, 1.31478)
O (1.71645, 0.77888, 0.58023)
H (-4.62731, -3.03792, -4.48299)
H (-5.62141, -1.90931, -3.55867)
H (-5.55718, -3.60842, -3.10073)
H (-2.46109, -3.77905, -3.59761)
H (-0.60915, -4.51209, -2.83296)
H (1.50035, -4.33594, -2.51236)
H (2.25786, -2.01859, -2.82920)
H (1.23278, -1.60590, -1.44746)
H (3.05855, -3.87530, -0.85004)
H (2.78099, -2.41564, 0.07110)
H (4.65675, -2.72654, -2.32966)
H (5.12757, -2.54351, -0.65146)
H (4.49353, -0.49923, -2.54805)
H (3.68975, 1.04896, -1.11454)
H (5.83294, -1.00310, 0.91252)
H (6.94091, -1.37639, 2.98554)
H (5.82206, -2.11625, 4.13048)
H (6.35223, -0.45917, 4.37286)
H (3.69344, -0.28357, 4.51086)
H (1.59875, 0.56197, 4.58475)
H (-1.28554, 1.89146, 3.87856)
H (-0.39164, 0.93031, 5.05698)
H (-2.40846, -0.18336, 4.94471)
H (-1.42274, -1.15585, 3.86503)
H (-3.31433, 1.04230, 2.90913)
H (-3.80529, -0.64030, 3.12412)
H (-4.19965, -1.19866, 1.08423)
H (-4.92580, -1.46805, -1.08137)
C (0.65416, 4.80771, -1.31702)
N (-0.12695, 5.19778, -0.15447)
C (-0.68325, 4.34437, 0.70713)
N (-1.37539, 4.87280, 1.73601)
O (-0.58265, 3.09360, 0.57384)
H (1.51345, 5.46754, -1.41200)
H (1.00323, 3.78852, -1.18603)
H (0.05925, 4.87586, -2.22868)
H (-0.28000, 6.18429, -0.02413)
H (-1.40852, 5.86396, 1.90376)
H (-1.78250, 4.27375, 2.42840)
Br (0.21899, 1.17211, -2.27643)
C (-1.65725, 1.59736, -2.28561)
C (-2.26906, 2.01577, -3.44733)
C (-3.62357, 2.31150, -3.36860)
C (-4.27276, 2.18316, -2.14886)
C (-3.54922, 1.75231, -1.05232)
N (-2.24624, 1.44986, -1.11219)
H (-1.71311, 2.11464, -4.36856)
H (-4.16048, 2.64131, -4.24805)
H (-5.32367, 2.41585, -2.04885)
H (-4.01650, 1.64181, -0.08085)

Results
Net charge ... +3
LUMO ... -8.187 eV
Highest occupied orbital energy ... -15.549 eV
Gap between HOMO and LUMO ... 7.36 eV

---

DFT (ωB97M-V with the def2-TZVPD basis set) results for an isolated molecule of C4H13N3 in a non-equilibrium geometry.

Cartesian coordinates (Å):
C (-1.27641, -1.58642, 0.90267)
C (-0.22203, -0.58499, 1.33422)
N (0.55775, -1.18589, 2.45865)
C (0.65003, -0.06204, 0.19274)
N (-0.06956, 0.96142, -0.53349)
C (0.62988, 1.58130, -1.67843)
N (-0.22154, 1.70702, -2.85267)
H (-2.14279, -1.18839, 0.38654)
H (-0.81984, -2.40236, 0.35336)
H (-1.58887, -2.07457, 1.83311)
H (-0.76688, 0.24547, 1.79587)
H (1.06781, -1.95070, 2.02894)
H (1.29376, -0.53075, 2.66451)
H (1.65878, 0.18036, 0.55069)
H (0.70967, -0.88545, -0.53111)
H (-0.41716, 1.72174, 0.04048)
H (1.42332, 0.87414, -1.93981)
H (1.14485, 2.49379, -1.38284)
H (-0.45720, 0.74472, -3.11280)
H (-1.15355, 1.94160, -2.51062)

Results
LUMO ... 1.018 eV
SMILES ... C[C@@H](N)CNCN
Highest occupied orbital energy ... -9.065 eV
Gap between HOMO and LUMO ... 10.08 eV

---

DFT (ωB97M-V with the def2-TZVPD basis set) results for a cluster of 2 separate species, C6H16O5P in total.

Cartesian coordinates (Å):
C (1.19859, -1.03229, 2.37853)
C (-0.16341, -0.73973, 2.95712)
O (-0.35403, -0.67127, 4.15599)
O (-1.19791, -0.50749, 2.13508)
C (-1.08074, -0.60750, 0.69741)
C (-0.56558, 0.68935, 0.08390)
C (-0.21258, 0.68520, -1.43324)
C (0.23846, -0.65703, -2.09134)
O (1.54981, -0.52268, -2.54057)
P (2.38476, 0.85696, -1.79248)
O (0.79250, 1.62164, -1.70201)
H (1.78632, -1.51207, 3.16656)
H (1.68063, -0.09322, 2.09093)
H (1.18694, -1.66362, 1.48938)
H (-0.49238, -1.48020, 0.42193)
H (-2.11031, -0.78809, 0.37740)
H (0.30619, 1.04928, 0.64112)
H (-1.35802, 1.43867, 0.23197)
H (-1.11422, 1.02741, -1.95990)
H (-0.41929, -0.85111, -2.95608)
H (0.14514, -1.52818, -1.42700)
H (3.67136, 0.17871, -1.86429)
H (2.58105, 1.40702, -3.11172)
H (2.99585, 2.00989, -1.16994)
H (2.13305, 0.22205, -0.50058)
O (-4.28890, 0.27091, 0.35722)
H (-5.19951, 0.50803, 0.16232)
H (-4.09377, 0.68935, 1.20231)

Results
Net charge ... -1
LUMO ... 2.607 eV
Highest occupied orbital energy ... -4.087 eV
Gap between HOMO and LUMO ... 6.69 eV

---

DFT (ωB97M-V with the def2-TZVPD basis set) results for a structure of composition C45H34NOP2S2Ti in a non-equilibrium geometry.

Cartesian coordinates (Å):
Ti (0.37044, -0.40210, -0.13130)
O (-2.12754, -2.37336, -1.83184)
S (-1.50661, -1.11049, -1.46075)
C (-1.87860, 0.13231, -2.72396)
C (-3.02823, 0.02371, -3.48810)
C (-3.34654, 1.03216, -4.38148)
C (-2.50188, 2.12326, -4.52203)
C (-1.32245, 2.19788, -3.80193)
C (-0.99801, 1.19799, -2.88424)
P (0.55214, 1.22217, -1.90778)
C (0.50185, 2.86198, -1.15100)
C (-0.70861, 3.44848, -0.79521)
C (-0.70934, 4.67984, -0.16389)
C (0.49077, 5.30378, 0.14012)
C (1.69823, 4.68949, -0.16280)
C (1.70875, 3.46567, -0.80031)
C (1.80503, 1.41823, -3.20989)
C (2.08730, 2.64964, -3.79580)
C (3.01176, 2.72412, -4.82049)
C (3.65704, 1.57979, -5.26317)
C (3.39044, 0.35724, -4.66903)
C (2.46619, 0.27234, -3.64316)
C (-2.59000, -0.43882, -0.14202)
C (-3.75093, 0.26659, -0.41994)
C (-4.68279, 0.49658, 0.57861)
C (-4.45183, 0.03256, 1.86209)
C (-3.27828, -0.63624, 2.15711)
C (-2.33712, -0.89685, 1.15717)
P (-0.78204, -1.82410, 1.44772)
C (-1.31894, -3.55593, 1.63598)
C (-2.36694, -3.89051, 2.48938)
C (-2.66073, -5.21998, 2.72083)
C (-1.91106, -6.21275, 2.10913)
C (-0.87161, -5.88123, 1.25619)
C (-0.57372, -4.55107, 1.01387)
C (-0.39972, -1.39124, 3.16496)
C (0.18020, -2.32983, 4.01366)
C (0.48422, -1.97946, 5.31646)
C (0.25015, -0.68702, 5.76461)
C (-0.28435, 0.26149, 4.90471)
C (-0.60510, -0.08670, 3.60646)
H (-3.65464, -0.84839, -3.37098)
H (-4.25164, 0.96876, -4.96478)
H (-2.76126, 2.91352, -5.20990)
H (-0.65382, 3.03268, -3.95047)
H (-1.64180, 2.94022, -1.01883)
H (-1.64699, 5.15612, 0.08508)
H (0.48232, 6.26418, 0.63289)
H (2.62826, 5.16296, 0.11018)
H (2.64077, 2.95515, -1.01434)
H (1.60153, 3.54694, -3.43972)
H (3.22923, 3.67715, -5.27707)
H (4.37010, 1.64267, -6.07088)
H (3.90481, -0.52821, -5.00960)
H (2.25069, -0.68005, -3.16644)
H (-3.95018, 0.62290, -1.41883)
H (-5.59624, 1.01967, 0.34426)
H (-5.18893, 0.19028, 2.63462)
H (-3.09903, -0.96260, 3.17218)
H (-2.94660, -3.11967, 2.97400)
H (-3.46785, -5.47918, 3.38980)
H (-2.13792, -7.24963, 2.30293)
H (-0.28443, -6.65476, 0.78526)
H (0.23842, -4.27376, 0.35026)
H (0.37878, -3.33360, 3.65540)
H (0.90157, -2.71881, 5.98466)
H (0.48199, -0.42212, 6.78487)
H (-0.47476, 1.27079, 5.23980)
H (-1.03619, 0.63862, 2.92779)
S (3.29452, 1.73945, 2.36504)
C (1.86935, 2.67565, 2.55320)
C (0.79935, 2.15949, 1.88389)
C (1.08858, 0.96757, 1.17682)
C (2.42139, 0.62039, 1.34179)
C (2.98578, -0.51939, 0.68567)
C (4.30063, -0.97226, 0.80318)
C (4.69945, -2.10059, 0.11563)
C (3.77191, -2.77040, -0.68973)
C (2.49076, -2.26975, -0.78194)
N (2.10473, -1.17230, -0.12164)
H (1.90055, 3.57467, 3.14080)
H (-0.16455, 2.64984, 1.90360)
H (4.97996, -0.42026, 1.43140)
H (5.71103, -2.46220, 0.19771)
H (4.04683, -3.65864, -1.23443)
H (1.72199, -2.74273, -1.40208)

Results
Net charge ... +1
2S+1 ... 3
LUMO (alpha / beta) ... -2.754 / -3.011 eV
Highest occupied orbital energy (alpha / beta) ... -9.118 / -10.526 eV
Gap between HOMO and LUMO (alpha / beta) ... 6.36 / 7.51 eV

---

DFT (ωB97M-V with the def2-TZVPD basis set) results for a cluster of 2 separate species, C7H13NO in total in a non-equilibrium geometry.

Cartesian coordinates (Å):
C (-1.16792, 0.71368, 0.62932)
C (2.49442, 0.05440, -1.28704)
C (-1.34457, 1.37125, -0.69209)
C (-2.24168, -0.11482, 1.23140)
C (1.73404, 0.30322, -0.02393)
C (0.00977, -1.35904, -0.07982)
C (-0.19258, -2.61451, 0.28287)
O (2.13064, 1.35434, 0.79153)
N (0.71772, -0.35469, 0.37758)
H (2.67423, 1.95962, 0.27534)
H (-0.59544, 1.29288, 1.34387)
H (3.45024, -0.44502, -1.10050)
H (1.90500, -0.58410, -1.94610)
H (2.71170, 0.99578, -1.80768)
H (-1.83248, 2.34801, -0.55465)
H (-0.37586, 1.57565, -1.15628)
H (-1.94475, 0.76852, -1.37213)
H (-2.80277, -0.67070, 0.48182)
H (-1.83605, -0.82615, 1.95247)
H (-2.93166, 0.54430, 1.78180)
H (0.28564, -3.05181, 1.16097)
H (-0.84764, -3.26083, -0.28874)

Results
LUMO (alpha / beta) ... 0.050 / 0.652 eV
Highest occupied orbital energy (alpha / beta) ... -6.397 / -7.059 eV
Gap between HOMO and LUMO (alpha / beta) ... 6.45 / 7.71 eV

---

DFT (ωB97M-V with the def2-TZVPD basis set) results for a structure of composition C24H35INO4P2Ti in a non-equilibrium geometry.

Cartesian coordinates (Å):
C (-0.17639, 1.29551, -4.67052)
C (-0.61913, 2.16640, -3.54725)
H (-0.30280, 1.86628, -5.60025)
H (-0.79005, 0.38137, -4.75547)
H (0.87777, 1.00307, -4.58224)
O (-1.43895, 3.07847, -3.67937)
I (-0.80724, -2.64497, -2.19389)
Ti (-0.46433, -0.16492, -1.67341)
P (2.06585, 0.19841, -1.99390)
C (2.70288, 1.08742, -0.53691)
C (2.84381, -1.43581, -1.78765)
H (3.89052, -1.36923, -2.11590)
H (4.05420, 1.05355, -3.05111)
H (2.30458, -2.17835, -2.38856)
H (2.94773, 0.31154, -4.25069)
H (2.71718, 0.42217, 0.33349)
H (2.80776, -1.74094, -0.73458)
C (3.00490, 0.95372, -3.36212)
H (3.72359, 1.42637, -0.75368)
H (2.60923, 1.94747, -3.60388)
H (2.06934, 1.95444, -0.32188)
P (-2.95521, 0.32404, -2.28217)
C (-3.62764, 1.88935, -1.63822)
C (-3.55386, 0.23220, -3.99697)
H (-3.62196, -1.89970, -1.57131)
H (-5.01672, -0.76869, -1.67714)
H (-3.88800, -0.68963, -0.28365)
C (-3.97013, -0.88110, -1.36203)
H (-3.17408, -0.68701, -4.46150)
H (-4.65155, 0.21907, -3.98108)
H (-4.65447, 2.01500, -2.00841)
H (-3.00714, 2.72326, -1.98795)
H (-3.19427, 1.10453, -4.55966)
H (-3.62135, 1.86218, -0.54134)
C (-0.01806, 1.96955, -2.17396)
O (0.23873, 2.81262, -1.33814)
C (3.37354, 1.37464, 3.28678)
C (2.98667, -0.02513, 2.89086)
C (3.91177, -0.81907, 2.20773)
C (3.57524, -2.10623, 1.77746)
C (2.28728, -2.57702, 1.99064)
C (1.34378, -1.76969, 2.64310)
N (0.04967, -2.27159, 2.74141)
C (-1.15589, -1.57990, 2.78685)
C (-2.18575, -2.07307, 3.60083)
C (-3.30186, -1.28514, 3.87291)
C (-3.42375, -0.00544, 3.31391)
C (-2.48081, 0.44645, 2.39478)
C (-1.38996, -0.36707, 2.06778)
C (-0.77259, -0.13705, 0.78021)
O (-1.28593, 0.74632, -0.01674)
O (0.16069, -0.85444, 0.27624)
C (1.72278, -0.54002, 3.21544)
C (0.83587, 0.20383, 4.15799)
H (2.64262, 2.11691, 2.93504)
H (3.45805, 1.48380, 4.37675)
H (4.34537, 1.63503, 2.85271)
H (4.91002, -0.41620, 2.02104)
H (4.31679, -2.73357, 1.28042)
H (1.97449, -3.56279, 1.63581)
H (-0.04247, -3.28320, 2.73074)
H (-2.06915, -3.06327, 4.05126)
H (-4.07679, -1.66656, 4.53879)
H (-4.26657, 0.63876, 3.56866)
H (-2.57745, 1.41781, 1.90837)
H (0.24061, 0.96543, 3.63809)
H (0.14993, -0.45794, 4.69805)
H (1.43911, 0.72779, 4.90936)

Results
Net charge ... +2
2S+1 ... 2
LUMO (alpha / beta) ... -8.424 / -9.425 eV
Highest occupied orbital energy (alpha / beta) ... -12.685 / -12.686 eV
Gap between HOMO and LUMO (alpha / beta) ... 4.26 / 3.26 eV

---

> Number 2 is which compound?

C4H13N3

---

Please write out number 3 again, unchanged.
DFT (ωB97M-V with the def2-TZVPD basis set) results for a cluster of 2 separate species, C6H16O5P in total.

Cartesian coordinates (Å):
C (1.19859, -1.03229, 2.37853)
C (-0.16341, -0.73973, 2.95712)
O (-0.35403, -0.67127, 4.15599)
O (-1.19791, -0.50749, 2.13508)
C (-1.08074, -0.60750, 0.69741)
C (-0.56558, 0.68935, 0.08390)
C (-0.21258, 0.68520, -1.43324)
C (0.23846, -0.65703, -2.09134)
O (1.54981, -0.52268, -2.54057)
P (2.38476, 0.85696, -1.79248)
O (0.79250, 1.62164, -1.70201)
H (1.78632, -1.51207, 3.16656)
H (1.68063, -0.09322, 2.09093)
H (1.18694, -1.66362, 1.48938)
H (-0.49238, -1.48020, 0.42193)
H (-2.11031, -0.78809, 0.37740)
H (0.30619, 1.04928, 0.64112)
H (-1.35802, 1.43867, 0.23197)
H (-1.11422, 1.02741, -1.95990)
H (-0.41929, -0.85111, -2.95608)
H (0.14514, -1.52818, -1.42700)
H (3.67136, 0.17871, -1.86429)
H (2.58105, 1.40702, -3.11172)
H (2.99585, 2.00989, -1.16994)
H (2.13305, 0.22205, -0.50058)
O (-4.28890, 0.27091, 0.35722)
H (-5.19951, 0.50803, 0.16232)
H (-4.09377, 0.68935, 1.20231)

Results
Net charge ... -1
LUMO ... 2.607 eV
Highest occupied orbital energy ... -4.087 eV
Gap between HOMO and LUMO ... 6.69 eV